(1)
Entry from OMol25: a cluster of 10 separate species, C34H96N8O10 in total in a non-equilibrium geometry (ωB97M-V/def2-TZVPD).

Energy relative to the best compared isomer or geometry (same formula, charge and spin) ... 79.1 kcal per mole
LUMO level ... 0.2 eV
Gap between HOMO and LUMO ... 9.13 eV
HOMO ... -8.98 eV
SMILES ... COC[C@H](C)N.COC[C@H](C)N.COC[C@H](C)N.COC[C@H](C)N.COC[C@H](C)N.COC[C@H](C)N.COC[C@H](C)N.COC[C@H](C)N.CO.CO

Structure (ORCA input):
```
! wB97M-V def2-TZVPD RIJCOSX def2/J DEFGRID3
* xyz 0 1
C -3.0694 -0.2953 -5.6304
O -2.4096 -1.3873 -6.3395
C -2.6022 -1.2556 -7.7389
C -1.8013 -2.3792 -8.4831
C -2.2394 -3.7342 -7.9597
N -0.3458 -2.2499 -8.2901
H -4.1386 -0.3096 -5.8421
H -2.6834 0.6963 -5.8668
H -2.9430 -0.4396 -4.5574
H -3.6323 -1.2926 -8.0935
H -2.1905 -0.3189 -8.1146
H -2.0265 -2.4168 -9.5489
H -1.6860 -4.5325 -8.4542
H -3.3098 -3.8854 -8.0987
H -1.9605 -3.8917 -6.9178
H -0.2285 -1.2512 -8.1964
H -0.1420 -2.4056 -7.3132
C -5.3596 -0.7275 4.6103
O -4.2713 -1.6254 4.8073
C -3.2442 -1.2352 5.7053
C -3.4634 -1.8629 7.0897
C -2.2171 -1.6319 8.0094
N -3.5706 -3.2817 6.8857
H -4.9221 0.2584 4.4530
H -6.1216 -0.7152 5.3896
H -5.8416 -0.9954 3.6700
H -2.3500 -1.7098 5.3013
H -3.0954 -0.1555 5.6909
H -4.3576 -1.4615 7.5667
H -2.2910 -2.0258 9.0230
H -2.0322 -0.5678 8.1565
H -1.3566 -2.0932 7.5247
H -4.0222 -3.5068 6.0108
H -2.6544 -3.6810 6.7403
C -0.9238 -1.2728 0.2614
O -0.5262 -0.0286 -0.2814
C -1.0735 1.0933 0.4514
C -0.0589 2.2043 0.2783
C 1.2952 1.9700 1.0241
N -0.5993 3.4739 0.6703
H -2.0102 -1.2940 0.1747
H -0.7254 -1.2529 1.3330
H -0.4574 -2.1217 -0.2384
H -1.9970 1.4660 0.0084
H -1.2605 0.9166 1.5105
H 0.1782 2.3315 -0.7780
H 1.6274 0.9947 0.6684
H 1.2464 2.0094 2.1123
H 2.0396 2.6964 0.6984
H -1.3771 3.7590 0.0925
H 0.1093 4.1619 0.4593
C 1.6325 -4.6375 -4.4466
O 2.0479 -3.3190 -4.7688
C 2.8077 -2.5013 -3.8024
C 2.7671 -1.0736 -4.3387
C 3.8032 -0.1669 -3.6513
N 1.4615 -0.5312 -4.1482
H 2.4823 -5.1624 -4.0102
H 1.2836 -5.2095 -5.3064
H 0.8103 -4.5518 -3.7361
H 2.2983 -2.5783 -2.8418
H 3.8290 -2.8701 -3.7077
H 3.0243 -1.1952 -5.3909
H 4.7887 -0.6304 -3.6970
H 3.6833 -0.1232 -2.5688
H 3.8569 0.7821 -4.1848
H 1.3439 -0.1656 -3.2141
H 0.8746 -1.3532 -4.1573
C 3.2740 -1.1655 6.2337
O 3.8498 -2.3003 5.6156
C 3.2876 -2.6308 4.4048
C 3.7080 -4.0612 3.9439
C 3.0388 -4.3955 2.6227
N 3.3514 -5.0717 4.9115
H 2.2064 -1.2655 6.4295
H 3.3888 -0.2206 5.7025
H 3.7386 -1.1641 7.2197
H 2.1990 -2.6852 4.3946
H 3.6762 -1.9707 3.6293
H 4.7949 -4.0417 3.8634
H 3.0863 -3.5235 1.9705
H 1.9696 -4.6050 2.6530
H 3.5210 -5.2800 2.2064
H 3.9164 -5.8764 4.6806
H 3.7817 -4.7677 5.7732
C 7.5886 3.9041 -0.4135
O 8.6115 3.7939 0.5963
C 8.4875 4.7926 1.5739
C 8.2396 4.3657 3.0559
C 6.9638 3.5221 3.1786
N 7.9970 5.5868 3.8257
H 7.9607 3.2269 -1.1822
H 7.2526 4.8536 -0.8304
H 6.6758 3.4932 0.0179
H 9.4506 5.3026 1.5561
H 7.8449 5.6073 1.2400
H 9.1107 3.8325 3.4367
H 6.1010 4.1422 2.9355
H 6.8222 3.0855 4.1673
H 7.0101 2.6749 2.4944
H 8.7006 6.2548 3.5451
H 7.1346 5.9914 3.4900
C -2.2659 -7.2451 -0.2016
O -3.0880 -6.5107 0.7649
C -4.4307 -6.8174 0.5125
C -5.4207 -5.8046 1.1395
C -5.5049 -5.9115 2.6386
N -6.7053 -6.2707 0.6276
H -2.3928 -6.9548 -1.2446
H -2.4669 -8.3164 -0.2022
H -1.2098 -7.1408 0.0472
H -4.6110 -6.7886 -0.5621
H -4.6107 -7.8124 0.9195
H -5.2495 -4.7495 0.9259
H -6.2812 -5.2696 3.0550
H -4.5609 -5.6925 3.1377
H -5.7763 -6.9033 3.0003
H -7.3495 -5.5477 0.9145
H -6.6904 -6.1874 -0.3788
C -1.9552 7.2636 -5.4984
O -2.1992 6.5180 -4.3175
C -3.4593 5.9191 -4.3468
C -3.6504 5.1653 -3.0018
C -5.0068 4.4294 -2.9291
N -3.5518 6.1368 -1.8562
H -1.8071 6.6119 -6.3595
H -0.9598 7.6944 -5.3904
H -2.7251 8.0252 -5.6223
H -4.2278 6.6920 -4.3581
H -3.5506 5.2423 -5.1964
H -2.8254 4.4703 -2.8455
H -5.7783 5.1765 -3.1152
H -5.1700 4.0669 -1.9142
H -5.2168 3.6237 -3.6326
H -2.7100 6.6442 -2.0887
H -4.3137 6.7817 -2.0103
C -0.6119 3.7904 5.5256
O -1.6314 4.2830 4.7058
H -1.1183 3.8040 6.4907
H -0.3949 2.7798 5.1796
H 0.2597 4.4422 5.4648
H -1.3497 4.3322 3.7894
C 2.4653 6.3229 -2.3354
O 2.4668 6.8235 -1.0560
H 2.6671 7.1757 -2.9837
H 3.2907 5.6444 -2.5509
H 1.5242 5.7986 -2.5007
H 1.7125 7.4071 -0.9461
*
```


(2)
Entry from OMol25: a cluster of 7 separate species, C36H89N2O22P5 in total in a non-equilibrium geometry (ωB97M-V/def2-TZVPD).

Energy relative to the best compared isomer or geometry (same formula, charge and spin) ... 40.6 kcal per mole
LUMO level ... 0.6 eV
Gap between HOMO and LUMO ... 9.10 eV
HOMO ... -8.49 eV
SMILES ... CCOP(=O)(OCC)OCC.CCOP(=O)(OCC)OCC.CCOP(=O)(OCC)OCC.CCOP(=O)(OCC)OCC.CCOP(=O)(OCC)OCC.CN(C)C=O.CN(C)C=O

Structure (ORCA input):
```
! wB97M-V def2-TZVPD RIJCOSX def2/J DEFGRID3
* xyz 0 1
C 2.1243 -4.4363 0.0941
C 1.8164 -3.2425 -0.7581
O 3.1025 -2.6184 -1.2070
P 3.4022 -2.2770 -2.6747
O 2.2100 -1.9904 -3.5020
O 4.1288 -3.5931 -3.2949
C 5.0142 -4.4136 -2.4943
C 5.2162 -5.7303 -3.1652
O 4.6673 -1.3247 -2.5620
C 4.4632 -0.2117 -1.6596
C 5.7480 0.5593 -1.4461
H 2.6432 -5.3129 -0.4421
H 2.7748 -4.1890 0.9615
H 1.1512 -4.8212 0.4937
H 1.1693 -3.4428 -1.6014
H 1.3587 -2.5751 -0.0295
H 5.9544 -3.8947 -2.2972
H 4.5302 -4.5128 -1.5293
H 4.2649 -6.1947 -3.3409
H 5.6142 -5.5711 -4.1278
H 5.8011 -6.3797 -2.5209
H 3.7242 0.5078 -2.0703
H 4.0328 -0.6063 -0.7203
H 5.4351 1.3850 -0.7915
H 6.4867 -0.0895 -0.9548
H 6.1079 1.0673 -2.3326
C 3.8780 4.9848 0.5404
C 2.6704 5.1823 -0.3676
O 2.9421 4.7224 -1.7152
P 1.7343 4.4214 -2.6392
O 0.3767 4.7151 -2.1507
O 2.0922 5.1419 -3.9872
C 1.2372 5.7663 -4.9556
C 0.8715 7.1892 -4.6855
O 2.0033 2.8437 -2.8897
C 1.2208 2.0249 -3.7196
C 2.1292 1.2613 -4.6854
H 4.6655 5.7497 0.3565
H 3.6064 5.0144 1.5857
H 4.2739 3.9590 0.3726
H 1.8397 4.6528 0.0460
H 2.4384 6.2437 -0.3852
H 1.8771 5.6339 -5.8521
H 0.3052 5.1937 -5.0976
H 0.3471 7.2724 -3.7388
H 1.7556 7.8405 -4.7710
H 0.1475 7.6098 -5.4069
H 0.6944 1.3534 -2.9968
H 0.4390 2.5418 -4.3319
H 2.4267 1.9132 -5.5215
H 3.0339 0.8917 -4.2313
H 1.5691 0.4031 -5.0857
C -4.2960 2.1266 -2.3856
C -5.6665 1.9061 -1.7549
O -5.9583 0.4943 -1.6725
P -5.3589 -0.2275 -0.3825
O -4.0736 0.3174 0.2000
O -6.6103 -0.0176 0.6663
C -6.1593 0.4568 1.9535
C -7.3571 0.7633 2.8127
O -5.4801 -1.7935 -0.5979
C -4.6281 -2.5749 -1.4905
C -5.3013 -2.7074 -2.7927
H -4.3012 1.9409 -3.4351
H -3.9798 3.1887 -2.2108
H -3.5467 1.5893 -1.8383
H -5.6967 2.3588 -0.7971
H -6.4911 2.3368 -2.3306
H -5.4703 -0.1923 2.4588
H -5.5904 1.3228 1.7992
H -7.0636 1.4534 3.5533
H -8.1715 1.2250 2.2456
H -7.7067 -0.1731 3.1857
H -3.6955 -2.1186 -1.4803
H -4.5293 -3.5330 -0.8935
H -6.3500 -2.7595 -2.6712
H -5.2344 -1.7867 -3.3281
H -4.9083 -3.5325 -3.3721
C -1.2689 1.5845 4.5232
C 0.0290 1.4086 5.2404
O 1.0485 2.4468 5.1759
P 1.8988 2.6258 3.8058
O 1.0492 2.8839 2.6404
O 3.0315 3.5848 4.2024
C 2.9100 5.0092 4.1462
C 2.0848 5.4324 5.3902
O 2.6445 1.2757 3.7510
C 3.9705 0.9248 3.1775
C 4.0127 1.3237 1.7412
H -1.6199 0.5537 4.4268
H -2.0443 2.1724 5.0045
H -1.1042 2.0346 3.5784
H -0.1567 1.4937 6.3175
H 0.5073 0.4532 4.9376
H 3.9256 5.3987 4.0729
H 2.3461 5.1936 3.2379
H 1.0366 5.3578 5.2563
H 2.3648 4.9525 6.3153
H 2.3213 6.4641 5.5605
H 4.6192 1.3529 3.8912
H 3.9451 -0.1415 3.3404
H 5.1315 1.1972 1.5072
H 3.4555 0.6273 1.0831
H 3.7330 2.3726 1.6202
C 0.4696 -3.9419 6.0571
C -0.6774 -3.4723 5.2312
O -0.7085 -3.9978 3.9386
P -1.5766 -3.4275 2.7406
O -1.3323 -4.0151 1.3820
O -1.3358 -1.8758 2.9054
C -0.2260 -1.3262 2.1474
C 1.0529 -1.8522 2.7194
O -3.0955 -3.5235 3.1076
C -4.1033 -2.8003 2.3530
C -5.3884 -3.0541 3.0576
H 1.3833 -3.6118 5.6734
H 0.3274 -3.5879 7.0864
H 0.5237 -5.0449 6.0835
H -1.5841 -3.7232 5.7447
H -0.6198 -2.4151 5.2468
H -0.2982 -1.7345 1.1095
H -0.3716 -0.2530 2.1825
H 1.8555 -1.5528 2.0199
H 1.2212 -1.4382 3.6773
H 1.0259 -2.8956 2.8242
H -3.8849 -1.7217 2.4776
H -4.0981 -3.2182 1.3632
H -6.1293 -2.2793 2.7798
H -5.8400 -4.0245 2.7779
H -5.2695 -2.9871 4.1897
C -0.0263 -4.3111 -4.5746
N -1.2406 -3.5739 -4.4896
C -2.4130 -4.2578 -4.9500
C -1.3557 -2.5913 -3.6005
O -2.4332 -2.1097 -3.2090
H 0.0114 -4.6461 -5.6146
H -0.2343 -5.1968 -3.9469
H 0.9030 -3.7289 -4.3411
H -2.2145 -4.5314 -6.0027
H -2.5776 -5.1864 -4.4322
H -3.3105 -3.6667 -4.9175
H -0.3547 -2.3613 -3.2664
C -1.1859 2.0168 -0.0352
N -0.2766 0.9756 -0.5227
C -0.9088 0.0049 -1.4317
C 1.0150 0.8260 -0.0976
O 1.6232 -0.1254 -0.4902
H -1.5632 2.6400 -0.8599
H -0.6059 2.6007 0.7213
H -1.9248 1.4266 0.5069
H -1.2667 0.5706 -2.3231
H -0.3052 -0.8344 -1.6964
H -1.7535 -0.4367 -0.9687
H 1.3148 1.6062 0.5674
*
```


(3)
Entry from OMol25: a cluster of 5 separate species, C21H37BClNO6P in total in a non-equilibrium geometry (ωB97M-V/def2-TZVPD).

LUMO level ... 2.0 eV
Gap between HOMO and LUMO ... 5.70 eV
HOMO ... -3.70 eV

Structure (ORCA input):
```
! wB97M-V def2-TZVPD RIJCOSX def2/J DEFGRID3
* xyz -1 1
O 1.4398 0.9981 -0.7480
C 1.0834 0.7914 -1.9510
C 2.2465 0.5211 -3.0131
C 3.5247 -0.2590 -2.4197
B 3.5465 -1.8776 -2.7485
P 3.1926 -2.8598 -1.0968
O 2.0919 -4.1740 -1.4470
Cl 4.9944 -3.7661 -0.3734
N -0.3665 0.8733 -2.2449
C -0.9832 -0.4486 -2.4789
C -0.6016 -1.4613 -3.5852
C -1.3561 -2.8273 -3.7739
C -2.5452 -3.2233 -2.8517
C -2.9230 -2.2178 -1.7301
C -2.1699 -0.8555 -1.5348
H 1.8855 0.0065 -3.9650
H 2.6327 1.5647 -3.3452
H 4.4721 0.1812 -2.9225
H 3.6674 -0.1350 -1.2925
H 2.8111 -2.2174 -3.6175
H 4.6790 -2.1763 -3.0332
H 2.3400 -4.4388 -2.3696
H -0.5264 1.4782 -3.0702
H 0.2332 -1.2353 -4.3223
H -1.0274 -3.4991 -4.6350
H -3.0757 -4.2259 -3.0361
H -3.8087 -2.5023 -1.0558
H -2.5454 -0.1663 -0.7007
C -3.3721 -2.0845 2.4423
C -4.2043 -0.9809 1.8455
O -3.8090 -0.3385 0.8898
C -5.5426 -0.7025 2.4757
H -2.4352 -2.1721 1.8874
H -3.1414 -1.8538 3.4847
H -3.9091 -3.0331 2.3746
H -5.4083 -0.4102 3.5182
H -6.1766 -1.5895 2.4094
H -6.0302 0.1166 1.9428
C -4.9875 2.9140 3.8704
C -5.6033 2.1788 5.0311
O -6.3908 1.2666 4.8560
C -5.2074 2.6150 6.4169
H -5.3630 2.4937 2.9350
H -5.2598 3.9708 3.9134
H -3.9014 2.8020 3.8931
H -5.4893 3.6585 6.5728
H -4.1311 2.4896 6.5527
H -5.7274 1.9980 7.1529
C 0.4348 5.0871 -5.3094
C -0.1839 4.3455 -4.1542
O -0.9686 3.4331 -4.3361
C 0.2054 4.7757 -2.7650
H 0.0633 4.6699 -6.2480
H 0.1604 6.1433 -5.2629
H 1.5209 4.9767 -5.2828
H -0.0792 5.8181 -2.6053
H 1.2815 4.6515 -2.6253
H -0.3163 4.1540 -2.0338
C 7.3603 -1.1261 3.9784
C 7.3484 -2.6313 4.0258
O 7.8301 -3.2382 4.9669
C 6.7189 -3.3545 2.8663
H 7.8446 -0.7393 4.8781
H 7.9211 -0.7862 3.1052
H 6.3368 -0.7473 3.9413
H 7.2513 -3.1130 1.9441
H 5.6671 -3.0742 2.7799
H 6.7811 -4.4317 3.0345
*
```


(4)
Entry from OMol25: a structure of composition C47H44Br2HfN8O3P2S2Se2 in a non-equilibrium geometry (ωB97M-V/def2-TZVPD).

Energy relative to the best compared isomer or geometry (same formula, charge and spin) ... 26.9 kcal per mole
LUMO level ... -6.3 eV
Gap between HOMO and LUMO ... 5.53 eV
HOMO ... -11.82 eV

Structure (ORCA input):
```
! wB97M-V def2-TZVPD RIJCOSX def2/J DEFGRID3
* xyz 2 1
Hf 0.0303 0.6060 1.5052
Br 4.1733 -3.4820 4.5638
C 3.2470 -2.0611 3.8248
C 3.7514 -1.4189 2.6914
C 3.0112 -0.4160 2.1288
N 1.8307 -0.0156 2.6487
C 1.3641 -0.6231 3.7648
C 2.0458 -1.6550 4.3770
C 0.0490 -0.1454 4.2717
C -0.1955 -0.0525 5.5754
C -1.4548 0.5345 6.1051
Br -2.2053 -0.6763 7.4310
C -2.4649 0.7597 5.0384
C -2.1648 0.5802 3.7559
N -0.8900 0.2223 3.2740
H 4.6900 -1.7194 2.2490
H 3.3410 0.0846 1.2237
H 1.6194 -2.1565 5.2335
H 0.5529 -0.3428 6.3010
H -3.4644 1.0490 5.3280
H -2.9221 0.7132 2.9933
Se 1.7290 -6.2657 -0.1925
P 1.2901 -4.6307 -1.3988
C 2.7214 -4.0851 -2.3678
C 2.6239 -3.5075 -3.6305
C 3.7756 -3.1412 -4.3188
C 5.0243 -3.3528 -3.7540
C 5.1287 -3.9468 -2.5000
C 3.9844 -4.3204 -1.8134
C -0.0747 -4.8831 -2.5448
C -1.3809 -4.5496 -2.1981
C -2.4310 -4.8691 -3.0489
C -2.1775 -5.5295 -4.2440
C -0.8775 -5.8905 -4.5806
C 0.1707 -5.5810 -3.7279
C 0.7573 -3.1542 -0.3875
C 0.5579 -1.7929 -0.5393
N 0.2332 -1.3257 0.7102
N 0.2218 -2.3679 1.5739
N 0.5022 -3.4405 0.9374
P 0.7348 -0.4343 -1.7180
Se -0.7106 1.0927 -0.9907
C 0.3702 -0.9141 -3.3728
C 1.1916 -0.5087 -4.4242
C 0.8475 -0.8649 -5.7186
C -0.3015 -1.6141 -5.9511
C -1.1297 -1.9937 -4.8996
C -0.8039 -1.6281 -3.6054
C 2.4286 0.1606 -1.5741
C 2.6967 1.5280 -1.5059
C 4.0068 1.9726 -1.3758
C 5.0486 1.0544 -1.3169
C 4.7841 -0.3085 -1.4092
C 3.4791 -0.7572 -1.5431
H 1.6564 -3.3628 -4.0927
H 3.6945 -2.7095 -5.3081
H 5.9183 -3.0832 -4.3023
H 6.1036 -4.1500 -2.0737
H 4.0544 -4.8267 -0.8583
H -1.5891 -4.0619 -1.2524
H -3.4472 -4.6191 -2.7712
H -2.9967 -5.7873 -4.9031
H -0.6835 -6.4311 -5.4982
H 1.1787 -5.8898 -3.9789
H 2.1003 0.0498 -4.2361
H 1.4789 -0.5672 -6.5457
H -0.5574 -1.8987 -6.9639
H -2.0231 -2.5762 -5.0833
H -1.4519 -1.9075 -2.7864
H 1.8822 2.2383 -1.5828
H 4.2193 3.0340 -1.3431
H 6.0697 1.4019 -1.2202
H 5.5946 -1.0261 -1.3891
H 3.2838 -1.8188 -1.6146
N 1.4141 2.6226 1.3649
C 0.8317 3.0439 2.6242
C -0.5288 3.3102 2.6208
C -1.1907 3.4954 3.8257
C -0.4741 3.3810 5.0020
C 0.9107 3.2099 5.0009
C 1.5726 3.0423 3.8003
S -1.3506 3.2257 6.5237
O -2.7370 3.3871 6.2438
O -0.6714 3.9448 7.5388
O -1.0318 1.7030 6.8818
H 2.4294 2.6428 1.4014
H 1.1049 3.2366 0.6145
H -1.0828 3.3861 1.6849
H -2.2591 3.6643 3.8507
H 1.4514 3.1692 5.9390
H 2.6430 2.8702 3.7816
C -7.2257 4.5312 -0.2136
C -6.6601 3.3417 -0.9781
N -5.5699 2.6635 -0.2717
C -4.2974 3.0628 -0.2145
S -3.1984 2.1885 0.7724
N -3.9370 4.1288 -0.9323
C -2.6140 4.7503 -0.8957
C -2.4560 5.7152 0.2672
H -8.0506 4.9759 -0.7703
H -6.4741 5.3056 -0.0479
H -7.6033 4.2173 0.7593
H -6.3099 3.6299 -1.9711
H -7.4293 2.5911 -1.1453
H -5.7942 1.8832 0.3248
H -4.6604 4.6336 -1.4171
H -2.4829 5.2633 -1.8477
H -1.8752 3.9516 -0.8509
H -3.1559 6.5475 0.1868
H -1.4478 6.1333 0.2814
H -2.6406 5.2078 1.2158
*
```


(5)
Entry from OMol25: a cluster of 2 separate species, C2H7PS2 in total in a non-equilibrium geometry (ωB97M-V/def2-TZVPD).

Energy relative to the best compared isomer or geometry (same formula, charge and spin) ... 64.2 kcal per mole
LUMO level ... 0.2 eV
Gap between HOMO and LUMO ... 8.34 eV
HOMO ... -8.12 eV
SMILES ... C=S.CSP

Structure (ORCA input):
```
! wB97M-V def2-TZVPD RIJCOSX def2/J DEFGRID3
* xyz 0 1
C -0.9507 -1.6195 -0.2012
S -0.9266 -1.4922 -1.8747
H -0.1763 -2.3630 0.2445
H -1.8850 -1.4245 0.2673
C -0.5195 1.5606 0.7304
S 0.4292 0.0517 0.9495
P 2.0062 0.5690 -0.4980
H -1.1704 1.3329 -0.1593
H 0.2362 2.4546 0.8050
H -1.1808 1.6734 1.5521
H 1.4846 0.0347 -1.6979
H 2.6531 -0.7778 -0.1177
*
```